(1)
31
Properties=species:S:1:pos:R:3:lowdin_spin:R:1 method="wB97M-V/def2-TZVPD" total_charge=+4 s_squared=3.82 e_homo_ev="-24.16 / -24.09" e_lumo_ev="-16.67 / -18.61" orbital_gap_ev="7.49 / 5.48" spin_multiplicity=4
Tc 6.14 5.89 8.48 1.883
C 5.58 7.81 6.08 0.007
C 7.08 7.63 6.27 0.015
S 7.75 5.97 6.81 -0.009
C 6.96 4.68 5.76 0.019
C 6.21 3.52 6.42 0.007
S 4.93 4.06 7.57 -0.006
C 3.80 5.03 6.57 0.022
C 3.35 6.32 7.29 0.025
S 4.70 7.52 7.63 -0.014
H 5.23 7.24 5.20 0.000
H 5.35 8.88 5.85 -0.001
H 7.42 8.32 7.10 0.002
H 7.61 7.93 5.36 0.000
H 7.75 4.33 5.03 0.001
H 6.30 5.24 5.15 0.001
H 6.90 2.95 7.07 0.000
H 5.77 2.80 5.70 0.000
H 2.94 4.30 6.44 0.000
H 4.23 5.24 5.58 0.001
H 2.94 6.12 8.26 0.001
H 2.62 6.90 6.75 0.000
N 6.20 7.77 13.41 0.567
N 6.35 6.87 12.45 0.106
N 5.72 5.70 12.42 -0.022
C 5.81 5.33 11.11 0.084
N 6.66 6.15 10.48 0.140
N 7.04 7.12 11.27 0.147
H 5.76 7.32 14.21 0.009
H 6.59 8.68 13.44 0.012
H 5.36 4.40 10.76 0.005

***

(2)
26
Properties=species:S:1:pos:R:3:lowdin_charge:R:1 method="wB97M-V/def2-TZVPD" total_charge=0 e_homo_ev="-7.55 / -7.55" e_lumo_ev="-0.47 / -0.47" orbital_gap_ev="7.08 / 7.09"
C 2.57 1.87 -0.41 -0.203
C -0.21 -0.94 0.40 -0.023
C 0.58 -0.33 -0.63 -0.470
C 1.77 -1.17 -1.04 -0.049
C -0.04 0.25 -1.86 -0.077
C -2.37 0.17 0.20 -0.045
C -1.72 -0.87 2.29 0.013
N -1.42 -0.60 0.88 -0.149
O 0.10 2.21 0.30 -0.358
O 1.48 0.87 1.80 -0.335
S 1.25 1.34 0.47 0.583
H 3.45 1.35 -0.10 -0.001
H 2.10 1.75 -1.42 0.019
H 0.23 -1.52 1.06 0.093
H 2.12 -1.69 -0.19 0.074
H 2.46 -0.67 -1.54 0.024
H 1.27 -2.03 -1.59 0.128
H 0.65 0.37 -2.70 0.101
H -0.34 1.26 -1.58 0.081
H -0.83 -0.25 -2.21 0.029
H -2.08 1.20 0.22 0.081
H -2.37 0.03 -0.93 0.118
H -3.33 0.13 0.67 0.089
H -1.30 -1.86 2.60 0.124
H -1.27 -0.09 2.83 0.085
H -2.74 -0.78 2.48 0.068

***

(3)
27
Properties=species:S:1:pos:R:3:lowdin_spin:R:1 method="wB97M-V/def2-TZVPD" total_charge=+1 s_squared=0.75 e_homo_ev="-11.21 / -13.35" e_lumo_ev="-3.68 / -3.69" orbital_gap_ev="7.53 / 9.65" spin_multiplicity=2
C -2.25 2.30 0.62 0.664
O -1.59 1.31 1.25 0.190
C -0.63 1.62 2.28 0.023
H -2.50 0.77 -0.96 0.013
H -1.73 3.26 0.53 0.038
H -0.93 1.09 3.20 0.004
H -0.66 2.71 2.46 0.003
Tl 1.14 0.98 1.36 0.002
C -2.39 -0.34 -1.43 0.022
O -1.04 -0.51 -1.77 0.002
C -0.45 -1.71 -1.34 0.001
C 0.19 -1.63 0.03 0.000
O 1.15 -0.59 0.11 0.000
C 2.50 -0.91 -0.23 0.000
C 3.28 0.40 -0.23 0.000
O 2.99 1.16 0.89 0.000
H -3.02 -0.70 -2.26 0.001
H -2.78 -0.87 -0.55 0.000
H 0.30 -1.97 -2.10 0.000
H -1.20 -2.52 -1.32 0.000
H -0.56 -1.43 0.80 0.000
H 0.67 -2.60 0.27 0.000
H 2.54 -1.40 -1.22 0.000
H 2.88 -1.61 0.53 0.000
H 4.36 0.13 -0.28 0.000
H 3.05 0.94 -1.17 0.000
H -3.33 2.13 0.54 0.037

***

(4)
24
Properties=species:S:1:pos:R:3:lowdin_charge:R:1 method="wB97M-V/def2-TZVPD" total_charge=0 e_homo_ev="-8.57 / -9.00" e_lumo_ev="0.07 / -0.34" orbital_gap_ev="8.64 / 8.66"
C -1.21 0.51 1.47 -0.114
C -1.63 0.81 0.06 -0.340
C -0.41 0.03 0.31 -0.223
C -1.55 2.22 -0.49 -0.067
C -1.10 -2.90 0.08 0.097
C 2.22 -0.97 0.78 -0.168
C 1.59 0.40 -1.73 -0.163
O 1.68 1.73 0.70 -0.348
P 1.30 0.45 0.07 0.548
H -0.78 1.30 2.07 0.109
H -1.79 -0.20 2.05 0.096
H -2.50 0.26 -0.30 0.128
H -1.55 2.20 -1.58 0.075
H -0.65 2.70 -0.14 0.070
H -2.42 2.79 -0.16 0.079
H -2.09 -2.66 -0.23 -0.018
H -0.88 -3.03 1.12 -0.015
H -0.38 -3.20 -0.65 -0.021
H 1.94 -1.91 0.32 0.035
H 3.28 -0.79 0.67 0.049
H 1.98 -1.00 1.84 0.051
H 1.14 1.29 -2.17 0.046
H 2.67 0.43 -1.91 0.049
H 1.16 -0.49 -2.17 0.046

***

(5)
24
Properties=species:S:1:pos:R:3:lowdin_spin:R:1 method="wB97M-V/def2-TZVPD" total_charge=+1 s_squared=2.01 e_homo_ev="-8.78 / -13.44" e_lumo_ev="-3.63 / -8.44" orbital_gap_ev="5.15 / 5.00" spin_multiplicity=3
C 2.05 -1.42 1.13 0.415
C 1.60 1.65 0.37 0.069
C 2.36 0.48 -0.37 0.057
C 0.19 1.82 -0.18 0.050
C 1.82 -0.86 -0.04 0.245
C -2.52 -0.13 -1.70 0.050
C -2.48 -0.97 1.01 0.087
O -0.48 0.58 -0.12 0.334
S -2.19 0.49 0.02 0.564
H 1.89 -2.45 1.45 0.016
H 2.58 -0.81 1.85 0.013
H 1.59 1.39 1.48 0.001
H 2.25 2.47 0.30 0.005
H 2.45 0.79 -1.42 0.000
H 3.41 0.61 -0.19 0.020
H -0.33 2.58 0.28 0.016
H 0.38 2.12 -1.31 0.001
H 1.36 -1.28 -0.95 0.001
H -2.39 -1.23 -1.91 0.005
H -2.18 0.60 -2.52 0.005
H -3.57 -0.13 -1.73 0.015
H -3.10 -1.59 0.48 0.010
H -2.93 -0.74 1.97 0.002
H -1.46 -1.32 1.22 0.019

***

(6)
23
Properties=species:S:1:pos:R:3:lowdin_charge:R:1 method="wB97M-V/def2-TZVPD" total_charge=0 e_homo_ev=-9.30 e_lumo_ev=1.15 orbital_gap_ev=10.45
C -2.20 -0.71 -0.25 -0.106
C -1.09 -1.09 0.72 -0.246
C 0.01 -0.03 0.88 -0.369
C 0.96 -0.42 2.03 -0.065
C 0.83 0.25 -0.37 -0.379
C 1.10 -0.66 -1.30 0.029
C 1.40 1.65 -0.46 -0.081
H -2.68 0.23 0.04 0.076
H -2.98 -1.49 -0.27 0.070
H -1.82 -0.59 -1.27 0.047
H -1.52 -1.27 1.71 0.110
H -0.63 -2.05 0.42 0.104
H -0.49 0.91 1.16 0.138
H 0.41 -0.56 2.96 0.078
H 1.48 -1.35 1.79 0.087
H 1.72 0.35 2.20 0.073
H -0.96 1.74 -2.70 0.056
H -0.59 1.14 -2.46 0.021
H 1.73 -0.43 -2.15 0.065
H 0.71 -1.68 -1.25 0.064
H 1.92 1.81 -1.41 0.075
H 0.60 2.40 -0.38 0.076
H 2.10 1.84 0.36 0.078

***

(7)
28
Properties=species:S:1:pos:R:3:lowdin_charge:R:1 method="wB97M-V/def2-TZVPD" total_charge=+1 e_homo_ev=-11.92 e_lumo_ev=-7.85 orbital_gap_ev=4.08
C -4.63 0.04 0.90 -0.068
C -3.58 1.13 0.65 -0.129
C -2.20 0.58 0.42 -0.455
O -1.61 -0.21 1.09 0.143
O -1.62 1.09 -0.74 -0.009
C -0.30 1.59 -0.61 -0.223
C 0.64 0.57 -1.25 -0.009
Al 2.17 0.51 0.18 0.331
O 3.05 1.96 0.18 -0.148
C 3.30 -1.01 -0.75 -0.071
C 2.64 -2.22 -0.26 -0.275
H -4.16 -0.90 1.19 0.077
H -5.31 0.34 1.70 0.078
H -5.23 -0.13 0.00 0.079
H -3.85 1.78 -0.18 0.119
H -3.48 1.77 1.54 0.134
H -0.23 2.54 -1.14 0.149
H -0.07 1.79 0.45 0.115
H 0.19 -0.42 -1.32 0.095
H 1.08 0.86 -2.20 0.090
H 1.62 0.08 1.60 0.001
H 2.78 2.63 0.81 0.045
H 4.23 -0.72 -0.25 0.117
H 3.43 -0.92 -1.83 0.104
H 3.50 -2.95 0.01 -0.113
H 1.95 -2.67 -0.97 0.080
H 2.13 -2.12 0.71 0.074
Zn 3.55 -5.00 0.09 0.666

***

(8)
27
Properties=species:S:1:pos:R:3:lowdin_charge:R:1 method="wB97M-V/def2-TZVPD" total_charge=+1 e_homo_ev=-12.26 e_lumo_ev=-4.02 orbital_gap_ev=8.24
C 2.71 -2.28 0.25 -0.097
O 2.62 -1.06 0.97 -0.194
C 2.83 0.15 0.25 -0.226
C 1.51 0.87 0.01 -0.175
C 0.49 0.05 -0.77 -0.203
C -0.77 0.84 -1.11 -0.197
C -1.54 1.24 0.15 -0.311
C -3.05 0.87 0.12 -0.310
B -3.40 -0.64 0.32 -0.791
I -3.02 -2.14 -1.05 1.023
H 3.48 -2.90 0.70 0.090
H 1.75 -2.82 0.28 0.080
H 2.98 -2.11 -0.80 0.087
H 3.50 0.77 0.85 0.125
H 3.33 -0.06 -0.70 0.124
H 1.11 1.12 1.00 0.106
H 1.70 1.82 -0.50 0.129
H 0.95 -0.33 -1.69 0.129
H 0.20 -0.83 -0.19 0.104
H -0.51 1.74 -1.67 0.124
H -1.41 0.25 -1.77 0.066
H -1.48 2.32 0.29 0.132
H -1.06 0.82 1.02 -0.039
H -3.56 1.43 0.92 0.068
H -3.47 1.26 -0.81 0.128
H -3.88 -1.01 1.35 0.006
K -2.00 0.65 2.58 1.023

***

(9)
32
Properties=species:S:1:pos:R:3:lowdin_spin:R:1 method="wB97M-V/def2-TZVPD" total_charge=+2 s_squared=0.76 e_homo_ev="-16.09 / -16.46" e_lumo_ev="-8.59 / -8.37" orbital_gap_ev="7.50 / 8.08" spin_multiplicity=2
C -0.40 -3.81 -3.28 0.000
C -0.41 -2.77 -2.23 0.001
H -1.39 -4.07 -3.66 0.000
H 0.04 -4.70 -2.84 0.000
H 0.26 -3.56 -4.13 0.000
O -1.24 -1.98 -1.83 0.006
Cl 1.25 -2.68 -1.38 0.001
Ti 0.87 -0.66 0.39 0.928
P 0.25 1.30 -0.74 0.004
C -1.14 2.45 -0.33 0.006
C 1.52 2.58 -0.84 0.000
H 0.80 -0.06 -2.66 0.000
H 0.54 1.69 -2.98 -0.001
H -0.84 0.55 -2.74 0.000
C 0.18 0.80 -2.44 -0.001
H 2.54 2.19 -0.83 0.000
H 1.26 3.07 -1.80 0.000
H -1.02 3.20 -1.13 0.000
H -0.92 2.88 0.68 0.000
H 1.40 3.31 -0.04 0.000
H -2.12 1.92 -0.33 0.000
C -1.26 -1.37 0.51 0.031
O -2.41 -1.28 0.61 0.023
Cl 3.25 -0.98 0.29 -0.002
N -0.33 -0.92 4.19 0.001
C -0.04 0.32 3.79 0.003
N -0.48 1.33 4.58 -0.002
S 0.79 0.71 2.34 0.002
H -0.33 -1.18 5.17 0.000
H 0.03 -1.67 3.61 0.002
H -0.05 2.25 4.46 0.000
H -0.62 1.15 5.59 0.000

***

| no. | total energy (hartree) | molar mass (g mol⁻¹) |
| --- | --- | --- |
| 1 | -1822.911323 | 363.43 |
| 2 | -878.959863 | 177.27 |
| 3 | -748.671961 | 367.58 |
| 4 | -692.183900 | 146.17 |
| 5 | -748.614687 | 147.26 |
| 6 | -276.258407 | 100.20 |
| 7 | -2523.407442 | 240.57 |
| 8 | -1273.786701 | 293.02 |
| 9 | -3045.208151 | 342.03 |